3 unconnected molecules or ions with the total composition C5H14NO2 in a non-equilibrium geometry, computed with ωB97M-V/def2-TZVPD.

Summary:
- energy relative to the best compared isomer or geometry (same formula, charge and spin) (eV) = 10.647
- HOMO (eV) = -14.7
- calculated total energy (Ha) = -403.55009
- net charge = +1
- LUMO energy (eV) = -9.72
- Kohn-Sham gap (eV) = 4.9

Each line ends with the Mulliken charge.
Element x y z (Å)
C -2.224 -0.609 0.811  -0.725
O -1.335 -1.144 1.874  -0.466
C -1.600 0.613 0.053  -0.712
C -0.531 1.270 0.896  -0.421
C 0.836 0.541 0.798  -0.723
C 2.673 0.852 -0.644  -0.240
N 1.434 0.727 -0.503  -0.081
H -2.699 -1.282 0.085  0.300
H -3.076 -0.213 1.368  0.489
H -0.908 -1.393 0.986  0.216
H -2.428 1.311 -0.165  0.312
H -1.201 0.341 -0.945  0.466
H -0.390 2.317 0.602  0.417
H -0.841 1.193 1.939  0.391
H 1.491 0.877 1.618  0.514
H 0.680 -0.529 0.942  0.397
H 3.071 0.919 -1.658  0.271
H 3.396 0.902 0.177  0.283
H -0.297 -1.402 -0.797  0.187
H 0.829 -1.634 -1.843  0.325
H 1.557 -2.172 -3.134  0.318
O 1.563 -1.484 -2.461  -0.518

=====

A molecular structure, C38H22BrF9GaIN2O2PSe in a non-equilibrium geometry, computed with ωB97M-V/def2-TZVPD.

Summary:
- energy relative to the best compared isomer or geometry (same formula, charge and spin) (eV) = 0.000
- HOMO (eV) = -11.2
- calculated total energy (Ha) = -10159.13601
- net charge = +1
- LUMO energy (eV) = -3.68
- Kohn-Sham gap (eV) = 7.5

Each line ends with the Mulliken charge.
Element x y z (Å)
Ga -0.139 0.711 0.156  0.641
C -4.410 1.255 1.747  -0.920
C -4.285 0.518 0.460  0.202
N -5.378 0.246 -0.207  -0.592
C -5.307 -0.400 -1.365  -0.995
C -4.137 -0.880 -1.912  0.423
C -4.182 -1.532 -3.272  -1.086
O -3.702 -0.646 -4.269  -0.459
C -2.925 -0.616 -1.217  1.008
C -1.723 -1.297 -1.572  -0.736
N -0.551 -1.121 -1.050  0.166
C 0.465 -2.044 -1.316  -0.078
C 0.687 -2.590 -2.582  -0.021
C 1.744 -3.452 -2.800  -0.900
C 2.590 -3.800 -1.760  -0.812
C 2.366 -3.300 -0.489  -0.318
C 1.313 -2.432 -0.280  -0.283
I 0.928 -1.708 1.689  0.156
C -2.999 0.160 -0.035  0.865
O -1.926 0.571 0.607  -0.247
H -5.409 1.670 1.831  0.400
H -3.658 2.040 1.804  -0.059
H -4.242 0.572 2.579  0.343
H -6.254 -0.558 -1.862  0.392
H -5.212 -1.836 -3.488  0.490
H -3.546 -2.421 -3.333  0.413
H -4.356 0.048 -4.414  0.291
H -1.845 -2.143 -2.253  0.755
H 0.045 -2.313 -3.403  0.499
H 1.902 -3.857 -3.787  0.481
H 3.416 -4.471 -1.929  0.436
H 2.998 -3.584 0.337  0.461
F 4.908 5.028 -2.689  -0.272
C 3.816 4.285 -2.622  0.447
C 2.673 4.639 -3.336  0.320
F 2.674 5.710 -4.117  -0.282
C 1.529 3.845 -3.244  0.411
F 0.449 4.217 -3.925  -0.249
C 1.496 2.677 -2.493  -0.216
P 0.033 1.568 -2.394  0.850
C 0.399 0.469 -3.807  1.407
C 1.705 0.163 -4.183  -1.080
C 1.946 -0.703 -5.234  -0.932
C 0.890 -1.282 -5.918  -0.703
C -0.411 -0.998 -5.537  -0.974
C -0.659 -0.140 -4.478  -0.798
C -1.488 2.455 -2.853  0.896
C -2.340 2.779 -1.801  -0.323
C -3.557 3.392 -2.029  -0.749
C -3.942 3.679 -3.327  -1.070
C -3.111 3.340 -4.385  -1.085
C -1.892 2.728 -4.161  0.126
C 2.656 2.333 -1.797  0.165
Br 2.753 0.715 -0.820  0.023
C 3.796 3.125 -1.846  0.300
F 4.879 2.768 -1.167  -0.322
H 2.549 0.605 -3.676  0.398
H 2.966 -0.913 -5.513  0.490
H 1.084 -1.954 -6.738  0.443
H -1.246 -1.451 -6.048  0.534
H -1.683 0.054 -4.199  0.689
H -2.048 2.549 -0.785  -0.378
H -4.199 3.636 -1.196  0.600
H -4.889 4.157 -3.518  0.490
H -3.414 3.554 -5.398  0.516
H -1.258 2.480 -4.998  0.499
F -3.538 6.353 1.200  -0.309
C -2.620 5.426 1.444  0.561
C -2.636 4.724 2.650  0.491
F -3.578 4.984 3.548  -0.316
C -1.689 3.732 2.884  0.178
F -1.689 3.048 4.024  -0.395
C -0.751 3.391 1.912  -0.190
Se 0.467 1.952 2.176  0.047
C -0.753 4.112 0.726  0.481
F 0.134 3.731 -0.234  -0.163
C -1.663 5.127 0.477  -0.091
F -1.647 5.784 -0.682  -0.380

=====

A gas-phase ion, C2H2NO2S2 (charge -1) in a non-equilibrium geometry, computed with ωB97M-V/def2-TZVPD.

Summary:
- energy relative to the best compared isomer or geometry (same formula, charge and spin) (eV) = 2.046
- HOMO (eV) = -3.2
- calculated total energy (Ha) = -1079.04358
- structure (SMILES) = O=C=NCSS[O-]
- net charge = -1
- LUMO energy (eV) = 3.57
- Kohn-Sham gap (eV) = 6.8

Each line ends with the Mulliken charge.
Element x y z (Å)
C -1.985 -1.589 -0.207  0.545
C -0.170 -0.024 0.010  -0.344
N -0.778 -1.306 -0.098  -0.518
O -2.767 -2.437 -0.223  -0.481
O -3.631 0.502 1.165  -0.584
S -1.474 1.386 -0.652  -0.261
S -3.331 0.455 -0.294  0.085
H -0.120 0.333 1.027  0.226
H 0.922 0.017 -0.272  0.333

=====

A molecular structure, C46H157Cd2N11O29 in a non-equilibrium geometry, computed with ωB97M-V/def2-TZVPD.

Summary:
- HOMO (eV) = -11.6
- calculated total energy (Ha) = -4965.83684
- net charge = +2
- LUMO energy (eV) = -4.24
- Kohn-Sham gap (eV) = 7.3

Each line ends with the Mulliken charge.
Element x y z (Å)
Cd 1.469 3.390 1.558  1.678
Cd -1.928 1.564 1.759  3.493
O -0.040 2.026 0.933  0.551
C 0.190 0.983 -0.056  -0.194
C -0.523 -0.424 0.272  -1.660
O -1.866 -0.317 0.657  0.740
H 1.258 0.820 -0.202  0.204
H -0.298 1.310 -0.974  -0.448
H -0.080 -0.931 1.129  -0.161
H -0.327 -1.126 -0.538  0.267
C 2.271 -6.027 -5.413  -1.722
C 1.623 -4.714 -5.014  1.030
C 2.563 -3.969 -4.069  -1.408
O 1.829 -3.188 -3.223  0.432
C 2.688 -2.356 -2.430  -1.055
N 1.458 -3.995 -6.271  -0.739
H 3.245 -5.841 -5.866  0.391
H 1.787 -6.691 -6.129  0.423
H 2.392 -6.666 -4.539  0.204
H 0.631 -4.952 -4.628  -0.010
H 3.331 -3.400 -4.594  0.395
H 3.085 -4.728 -3.487  0.592
H 3.093 -1.456 -2.893  0.153
H 3.500 -2.860 -1.907  0.434
H 2.224 -1.927 -1.542  0.180
H 0.950 -3.181 -5.955  -0.092
H 0.747 -4.427 -6.843  0.358
C -3.327 1.085 -2.582  -2.293
C -4.271 -0.072 -2.242  0.748
C -3.672 -1.426 -2.731  -0.184
O -4.707 -2.430 -2.608  -0.380
C -4.777 -3.433 -3.600  -0.732
N -4.498 0.061 -0.850  0.102
H -3.630 2.097 -2.313  0.668
H -3.173 1.070 -3.661  0.906
H -2.346 1.005 -2.114  0.008
H -5.210 0.161 -2.744  0.626
H -2.783 -1.810 -2.230  0.181
H -3.386 -1.340 -3.779  -0.137
H -5.646 -4.067 -3.424  0.334
H -3.849 -4.005 -3.634  0.289
H -4.904 -2.939 -4.564  0.357
H -3.622 -0.113 -0.378  -1.532
H -4.810 -0.895 -0.758  0.775
C -4.527 5.701 2.992  -1.563
C -3.645 6.683 2.111  0.314
C -2.803 7.643 2.927  -0.511
O -3.494 8.650 3.638  -0.424
C -4.060 9.720 2.788  -0.730
N -2.741 5.871 1.295  -0.558
H -5.093 4.990 2.391  0.416
H -5.197 6.152 3.723  0.391
H -3.943 5.012 3.602  0.300
H -4.307 7.252 1.457  0.503
H -2.095 8.208 2.321  0.442
H -2.256 7.079 3.683  0.148
H -4.496 10.413 3.507  0.299
H -4.845 9.400 2.102  0.299
H -3.257 10.355 2.414  0.311
H -3.331 5.209 0.810  -0.125
H -2.366 6.468 0.572  0.338
C -0.510 -2.077 6.234  -1.378
C 0.605 -2.555 5.356  1.018
C 0.876 -4.067 5.441  -1.339
O 1.730 -4.418 4.333  -0.409
C 2.244 -5.701 4.327  -0.821
N 0.359 -2.079 4.053  0.040
H -0.184 -2.418 7.216  0.534
H -1.504 -2.479 6.038  0.424
H -0.599 -0.998 6.357  0.070
H 1.514 -2.040 5.666  0.142
H -0.085 -4.581 5.444  0.361
H 1.334 -4.388 6.376  0.566
H 2.111 -6.174 5.300  0.371
H 3.308 -5.814 4.119  0.300
H 1.706 -6.295 3.588  0.242
H 0.786 -2.829 3.529  0.244
H -0.632 -2.266 4.004  -0.196
C 0.956 -7.803 -1.536  -1.504
C 1.796 -6.739 -0.834  1.368
C 1.130 -6.096 0.368  -0.895
O -0.108 -5.516 -0.151  -0.114
C -0.747 -4.644 0.816  -0.582
N 3.061 -7.294 -0.558  -0.764
H 1.618 -8.296 -2.248  0.532
H 0.115 -7.282 -1.994  0.113
H 0.419 -8.545 -0.946  0.322
H 2.064 -6.049 -1.634  -0.722
H 1.785 -5.362 0.839  0.406
H 0.884 -6.844 1.122  0.315
H -1.201 -5.195 1.640  0.504
H -1.586 -4.116 0.364  -0.281
H -0.090 -3.832 1.127  0.198
H 3.109 -8.081 -1.189  0.305
H 2.943 -7.788 0.314  0.331
C 3.224 6.750 1.009  -1.311
C 3.901 5.589 1.790  0.726
C 5.058 6.043 2.670  -0.982
O 5.562 4.956 3.500  -0.341
C 5.600 5.292 4.845  -0.682
N 2.876 4.840 2.429  0.107
H 2.342 6.437 0.449  0.098
H 3.851 7.064 0.175  0.395
H 3.023 7.649 1.591  0.449
H 4.369 4.876 1.111  -0.256
H 4.635 6.869 3.241  0.476
H 5.822 6.371 1.965  0.322
H 6.315 6.086 5.064  0.291
H 5.946 4.411 5.385  0.228
H 4.587 5.615 5.084  0.355
H 3.497 4.386 3.084  -0.140
H 2.347 5.449 3.036  0.274
C 0.819 1.174 -5.069  -0.937
C 0.505 -0.252 -5.548  2.326
C -0.977 -0.446 -5.995  -0.264
O -1.330 -1.834 -6.256  -0.397
C -2.625 -1.962 -6.841  -0.943
N 1.287 -0.492 -6.738  -0.864
H 1.789 1.169 -4.571  -0.106
H 0.096 1.476 -4.312  -0.170
H 0.713 1.874 -5.898  0.387
H 0.831 -1.026 -4.854  -0.705
H -1.120 0.182 -6.874  0.504
H -1.613 -0.082 -5.188  -0.382
H -2.894 -3.017 -6.787  0.337
H -2.646 -1.642 -7.883  0.346
H -3.351 -1.335 -6.322  0.292
H 1.025 -1.408 -7.075  0.274
H 2.280 -0.579 -6.572  0.221
C -6.024 -7.523 0.683  -1.482
C -4.790 -6.576 0.365  0.395
C -4.374 -6.473 -1.155  0.124
O -4.344 -7.826 -1.798  -0.468
C -3.240 -8.626 -1.373  -0.490
N -5.054 -5.230 0.955  -0.583
H -6.407 -7.336 1.685  0.435
H -5.715 -8.568 0.658  0.318
H -6.831 -7.444 -0.046  0.353
H -3.941 -7.010 0.893  0.191
H -3.425 -5.960 -1.309  -0.032
H -5.054 -5.879 -1.765  0.137
H -3.026 -9.613 -1.783  0.387
H -3.308 -8.777 -0.295  0.272
H -2.303 -8.112 -1.589  0.011
H -4.376 -4.516 0.729  -0.047
H -5.898 -4.840 0.561  0.345
C -0.698 3.940 -2.508  -0.471
C 0.630 4.558 -3.015  1.218
C 0.415 5.302 -4.394  -1.205
O 1.613 5.828 -4.938  -0.254
C 1.622 6.883 -5.888  -0.828
N 1.086 5.509 -1.993  -0.416
H -0.516 3.692 -1.463  -0.440
H -0.932 3.029 -3.060  -0.055
H -1.591 4.562 -2.445  0.470
H 1.453 3.893 -3.278  -0.636
H -0.385 6.042 -4.392  0.510
H 0.111 4.452 -5.004  0.388
H 1.385 7.770 -5.299  0.346
H 0.917 6.778 -6.712  0.312
H 2.644 6.936 -6.264  0.215
H 0.304 6.139 -1.890  0.326
H 1.749 6.070 -2.510  0.251
C 4.445 3.586 -3.386  -1.719
C 4.292 2.242 -2.717  1.878
C 5.099 1.159 -3.422  -1.060
O 4.485 0.727 -4.644  -0.187
C 5.179 -0.296 -5.338  -0.936
N 4.644 2.391 -1.364  -0.543
H 5.473 3.932 -3.498  0.559
H 3.912 4.355 -2.827  0.257
H 4.031 3.608 -4.394  0.338
H 3.270 1.874 -2.811  -0.622
H 4.974 0.327 -2.730  0.227
H 6.147 1.411 -3.585  0.440
H 4.615 -0.677 -6.190  0.277
H 5.390 -1.182 -4.740  0.363
H 6.104 0.134 -5.723  0.320
H 5.510 2.859 -1.138  0.263
H 4.470 1.588 -0.777  -0.135
C 2.501 3.212 6.539  -1.338
C 2.454 1.739 6.315  0.934
C 2.436 0.969 7.594  -1.285
O 2.454 -0.438 7.282  -0.131
C 2.226 -1.280 8.410  -0.838
N 1.205 1.491 5.653  -0.209
H 1.572 3.567 6.985  0.353
H 2.870 3.638 5.606  -0.118
H 3.263 3.471 7.274  0.526
H 3.364 1.564 5.740  0.142
H 1.608 1.196 8.266  0.420
H 3.274 1.164 8.264  0.471
H 2.198 -2.276 7.968  0.148
H 1.320 -1.075 8.979  0.389
H 3.063 -1.258 9.108  0.360
H 1.386 0.556 5.315  -0.339
H 0.342 1.491 6.177  0.325
O -1.165 0.638 3.543  0.173
H -1.494 0.451 4.422  0.044
H -0.648 -0.134 3.312  -0.725
O -3.749 0.829 2.548  -0.568
H -3.959 -0.104 2.589  0.155
H -4.581 1.253 2.339  0.209
O 0.207 4.969 1.130  -0.297
H -0.512 5.507 1.459  -0.217
H 0.248 5.168 0.194  0.034
O -1.553 -4.129 -4.828  -0.587
H -1.603 -3.226 -5.140  0.646
H -1.189 -4.058 -3.945  0.114
O 0.893 3.372 3.614  0.360
H 0.898 2.688 4.284  -0.109
H 0.396 4.090 4.007  0.096
O -3.539 -2.485 0.384  0.733
H -3.436 -2.819 -0.508  -0.126
H -2.914 -1.762 0.443  -0.659
O 4.079 -0.206 0.562  -0.420
H 3.669 -0.709 1.266  0.157
H 4.766 -0.781 0.224  0.232
O -7.084 0.929 -0.865  -0.721
H -6.177 0.628 -0.807  0.480
H -7.571 0.333 -0.298  0.296
O 2.967 2.030 2.028  -0.720
H 3.888 2.105 1.776  0.147
H 2.900 1.168 2.438  -0.190
O -3.212 2.538 0.322  -0.381
H -3.756 1.977 -0.230  -0.188
H -3.420 3.428 0.038  0.401
O -2.241 -2.332 3.036  -0.848
H -3.198 -2.299 3.027  0.425
H -1.981 -2.011 2.173  -0.382
O -4.819 -1.668 2.603  -0.777
H -4.518 -1.893 1.722  0.234
H -5.636 -2.155 2.709  0.270
O -1.971 3.463 2.810  0.312
H -1.949 3.539 3.764  0.190
H -2.345 4.292 2.512  -0.295
O -0.533 -3.990 -2.302  0.761
H -0.387 -4.621 -1.597  0.017
H 0.346 -3.713 -2.563  0.138
O 2.757 -0.657 3.294  -0.149
H 1.952 -1.081 3.591  0.000
H 3.436 -0.996 3.877  0.290
O 2.341 3.680 -0.254  2.937
H 2.948 3.119 -0.737  -1.091
H 2.022 4.304 -0.906  -0.777